# 1
A molecular structure, C37H41BeCl2N3P2Si2 at a distorted geometry, computed with ωB97M-V/def2-TZVPD.

Last column: Löwdin charge in e.
Atoms and positions in Å:
C: -2.69167 -2.38378 2.05246  -0.116
C: -3.92465 -3.00835 2.13354  -0.101
H: 1.69083 -3.48902 -0.00381  0.076
C: 0.13470 -1.17377 0.66550  -0.609
H: -5.85044 -0.00325 -1.24731  0.089
H: 4.76810 -0.29042 2.01596  0.011
C: -1.59727 -4.49763 2.33956  -0.115
C: 1.03432 -5.23169 -2.52977  -0.096
C: -1.13871 -4.56815 -0.94637  -0.101
C: 4.75246 4.12112 -3.16626  -0.186
H: 2.03226 1.58628 3.81375  0.007
C: -1.50266 -3.12200 2.10313  -0.385
H: -1.72216 0.49751 -0.18929  0.110
C: 1.75920 -4.09988 3.31107  -0.134
C: 2.82045 -4.98942 3.35976  -0.115
C: -3.81838 0.40343 -0.67868  -0.088
C: 3.42131 4.47017 -2.92918  -0.194
H: 3.54591 -5.11480 0.05639  0.098
H: 1.39942 -3.11979 -2.64941  0.103
C: -2.83197 -5.11531 2.46677  -0.116
C: 3.04050 -4.83826 0.97503  -0.087
C: -3.27620 -2.19344 -1.50114  -0.100
H: 6.15755 2.48296 -3.13759  0.077
C: -0.86441 -5.89619 -1.22449  -0.090
H: 2.22964 -0.19127 -4.07239  0.002
Cl: 0.86420 4.03751 -2.22921  0.586
Cl: 4.76067 0.22494 -2.25301  0.599
C: -4.00332 -4.38012 2.34381  -0.121
C: 2.51799 3.53314 -2.49058  -0.613
H: 1.25638 -3.79745 4.22510  0.093
H: -4.97072 -4.86373 2.41763  0.085
H: -2.62912 -1.31036 1.92905  0.097
H: 1.31211 -0.08618 -5.58269  0.021
H: 3.79516 -1.30347 3.09220  0.005
C: -1.03520 0.96824 -3.90367  -0.169
C: 5.13569 2.79534 -2.95224  -0.191
H: -1.50260 -6.67027 -0.81199  0.096
P: -0.45615 -1.81017 -0.89258  0.826
H: -2.34020 -1.79405 -4.13392  0.011
P: 0.06682 -2.20031 2.16267  1.022
H: 3.16607 -5.37842 4.31172  0.087
C: -1.29954 -1.99782 -4.39981  -0.171
H: 1.88503 -5.48826 -3.15137  0.098
C: -0.34156 -3.54301 -1.46894  -0.288
C: 1.54057 0.70864 3.37794  -0.216
N: 1.31312 -0.35715 0.47430  -0.233
C: -2.25333 -1.42102 -0.96420  -0.270
H: -2.88531 -6.18053 2.66605  0.091
H: -1.27184 1.14984 -4.95673  0.019
H: -3.07133 -3.19659 -1.85017  0.092
H: 3.61848 1.72892 0.15809  0.001
N: 0.26494 -0.88802 -1.99900  -0.243
H: 1.62764 -0.11537 4.08762  -0.011
H: -4.02292 1.42568 -0.38428  0.098
C: 1.31279 -3.57463 2.09508  -0.378
H: -4.83067 -2.41999 2.04187  0.096
H: 0.47625 0.93019 3.27424  0.007
H: 3.08710 5.48721 -3.10121  0.076
H: 5.46861 4.86121 -3.50259  0.059
C: 1.44594 -0.66895 -4.66635  -0.171
C: 3.83729 -0.86037 2.09240  -0.176
H: -0.69169 -5.08811 2.40229  0.095
C: 1.98700 -3.93640 0.93400  -0.084
H: -1.06517 -3.00964 -4.06469  0.007
H: 3.74703 2.32859 1.82448  0.019
H: -1.97550 -4.31374 -0.31002  0.085
H: -1.22000 -1.98022 -5.49032  0.020
C: -4.57032 -1.69224 -1.58240  -0.102
C: 0.76322 -3.90455 -2.25431  -0.116
C: 4.22622 1.86637 -2.51073  -0.628
C: 0.22336 -6.23934 -2.01728  -0.105
C: -4.84327 -0.39791 -1.17007  -0.111
H: 3.89254 -1.67653 1.36980  0.007
Be: 1.29237 0.12691 -1.11756  -0.068
H: 4.31264 -6.03906 2.22251  0.087
N: 1.98547 1.26839 -1.79135  -0.011
C: 3.06505 1.89522 1.08477  -0.184
C: 2.82178 2.13648 -2.21859  -0.534
H: -0.38982 1.77414 -3.54373  -0.010
Si: -0.14603 -0.67974 -3.64992  0.383
H: 2.27787 2.61963 0.86489  0.029
H: -1.96596 1.00761 -3.33035  0.013
C: -2.53359 -0.10458 -0.58138  -0.099
C: 3.46462 -5.36476 2.18668  -0.116
H: 0.43592 -7.27903 -2.23561  0.088
H: 1.78759 -1.67064 -4.94301  0.015
Si: 2.33700 0.26242 1.69106  0.376
H: -5.36840 -2.31421 -1.97222  0.092

Values from the calculation:
- LUMO: 4.22 eV
- Max |F|: 1.557 eV Å⁻¹
- Kohn-Sham gap: 0.163 Eh
- E_tot: -103290.2027 eV
- Total charge: -2

---

# 2
A molecular structure, C37H41FeIN11SSi at a distorted geometry, computed with ωB97M-V/def2-TZVPD.

Last column: Löwdin charge in e.
Atoms and positions in Å:
H: 1.49401 -8.40025 0.89942  0.104
C: 1.97766 -2.80205 -2.38076  -0.264
C: 4.03563 -2.03101 -3.40996  -0.077
H: -0.55963 -7.15315 1.50196  0.102
H: -5.00931 -1.19365 -0.51795  0.123
H: 3.61329 3.67275 -3.98090  0.128
C: -1.64735 1.73665 1.07746  -0.317
H: -5.64572 -0.25238 -2.71959  0.117
H: -0.08079 3.27563 -1.19332  0.143
H: 3.33725 -1.39214 -1.49381  0.058
C: -0.69704 2.90874 -0.38866  -0.103
C: -1.25405 -0.84496 -2.76108  -0.418
C: 4.37293 3.06649 -1.33454  -0.032
C: 2.66737 -3.63834 -4.55131  -0.081
H: 1.30211 -1.15505 3.00639  0.134
H: -1.07126 -3.74131 -2.05761  0.095
H: -0.89688 -4.88545 0.72540  0.079
H: 3.21192 -7.30850 -0.50857  0.106
I: 1.58478 3.32769 5.51369  0.898
H: 2.43460 -1.78371 0.52624  -0.002
C: -0.01428 -1.36069 -4.80358  -0.084
H: -1.71429 0.82554 -3.89754  0.128
C: 1.44925 0.44092 4.41932  -0.121
H: 1.63970 -0.10916 5.32502  0.125
H: -3.31471 1.35778 3.25146  0.128
C: -1.03128 -2.95558 -1.29915  -0.122
C: 3.06967 2.88626 -3.48923  -0.029
H: -2.50450 -2.66194 3.69925  0.120
C: 0.83983 -0.28731 -4.42416  -0.060
N: -2.99991 -0.66038 3.59131  0.115
Fe: 0.38947 -0.08745 0.16758  0.225
H: -1.55399 -3.35845 -0.43233  0.063
C: 2.49856 1.51776 -1.81425  -0.649
H: -2.86516 -1.89779 0.06956  0.104
H: -0.91871 -2.57164 1.78098  0.095
C: -3.64909 -0.07156 -3.52759  -0.170
C: -2.78692 0.47004 2.92578  -0.034
H: 2.48860 -4.28601 -5.40069  0.106
N: -1.60556 3.63817 0.27057  0.054
C: 1.77156 -3.61890 -3.49412  -0.116
H: 1.03302 -2.41529 1.42142  -0.011
H: 3.91611 3.69967 -0.57414  0.093
C: 3.13234 -2.02017 -2.35317  -0.099
Si: 0.85996 -2.90742 -0.88657  0.609
S: 2.45887 0.90303 -0.24981  0.822
H: -2.26082 0.99434 -2.24573  0.104
C: 1.37855 1.79264 4.16917  -0.775
C: -4.62338 -0.14084 -2.35470  -0.194
C: -2.90799 -1.27179 -0.81524  -0.118
N: -0.06358 -0.26575 -2.15384  0.094
H: -1.66564 -2.53856 -4.20586  0.117
C: -4.32797 -1.26230 -1.36860  -0.154
N: -1.23285 -0.55746 1.43661  0.047
N: -1.93868 -1.84734 -1.80807  -0.044
N: 3.35723 2.49085 -2.19696  -0.125
H: 4.50550 -2.85218 -5.33630  0.104
N: 1.25291 -0.17418 3.23773  0.026
H: 0.90391 -4.27013 -3.53847  0.110
H: 1.62202 0.04198 -5.08511  0.102
H: 4.92639 2.27207 -0.83950  0.083
H: 5.04832 3.65448 -1.95007  0.096
H: 1.05483 2.77836 2.17753  0.108
C: 3.80163 -2.83599 -4.51372  -0.081
C: -2.33854 -1.72948 3.17295  -0.082
H: -1.85311 4.60549 0.13696  0.168
C: 0.77819 0.15460 -3.12747  -0.285
C: 0.19817 -6.68780 0.88392  -0.090
C: 0.96479 -4.74676 -0.38098  -0.232
C: -1.00898 -1.70282 -3.98526  -0.058
C: 1.14701 1.89350 2.78678  -0.202
N: -2.22701 2.90462 1.21416  0.159
H: -3.64378 -1.01610 -4.08413  0.115
H: -4.58899 0.81388 -1.81875  0.117
H: -4.01155 0.67196 -4.23834  0.117
H: -2.56450 -0.27512 -0.55639  0.100
H: 4.92833 -1.41882 -3.36377  0.103
N: 1.06791 0.69258 2.23905  -0.055
H: 2.88253 -5.02754 -1.31665  0.099
C: -1.91576 0.52041 1.84928  -0.190
C: 2.30868 -6.77420 -0.24210  -0.077
C: -2.23048 0.29899 -3.09135  -0.113
H: 1.50800 2.14032 -4.83951  0.123
N: -0.70253 1.68974 0.10160  0.065
C: 2.04719 2.12846 -3.91311  -0.042
C: 1.34847 -7.38707 0.54801  -0.087
C: 2.11506 -5.47683 -0.69816  -0.085
C: 0.01930 -5.38954 0.42619  -0.114
H: 0.17410 -1.90175 -5.72160  0.120
H: -4.53053 -2.23803 -1.82938  0.128
H: -2.54762 -2.34065 -2.45781  0.130
C: 1.34474 -1.85786 0.52885  -0.345
N: 1.70233 1.25356 -2.87748  0.035
C: -1.45308 -1.68830 2.10118  -0.105

Values from the calculation:
- LUMO (spin up / spin down): -3.07 / -3.07 eV
- Max |F|: 1.003 eV Å⁻¹
- Kohn-Sham gap (spin up / spin down): 0.229 / 0.227 Eh
- E_tot: -116620.3348 eV
- Energy above the lowest of the compared OMol25 structures with the same formula, charge and spin: 0.851 eV
- Total charge: +1

---

# 3
2 unconnected molecules or ions with the total composition C37H41N2O2 at a distorted geometry, computed with ωB97M-V/def2-TZVPD.

Last column: Löwdin charge in e.
Atoms and positions in Å:
H: 2.75328 3.37256 -2.75570  0.091
C: -3.28668 -0.85938 -1.81225  -0.203
H: -7.52134 0.45859 -1.31664  0.092
H: -1.62025 2.63037 -2.92479  0.111
C: 1.97619 -0.41290 1.66217  -0.021
C: 3.59904 -4.35648 1.78549  -0.086
H: -2.98593 -0.76694 0.99869  0.116
C: 0.36603 1.79637 -3.16168  -0.069
H: 6.77723 0.36027 -0.85076  0.078
C: -6.88738 -0.20287 -0.71074  -0.042
C: 3.30298 -0.67112 1.89785  0.029
C: 3.71585 -2.01210 1.90900  -0.197
H: 0.69288 2.80255 -2.88821  0.102
H: -7.18356 -1.23922 -0.90109  0.081
H: -3.66755 4.26063 5.06143  0.098
C: -3.27719 0.83670 2.38005  0.014
C: 3.09501 1.49829 -1.70893  -0.205
C: 1.48658 -1.90235 -1.84498  -0.024
C: 2.80737 -3.08616 1.79958  -0.137
C: -2.51706 -0.09552 1.72007  -0.009
C: 4.77556 -0.22530 -1.27177  -0.278
H: -1.87715 2.80323 -0.62298  0.086
C: -2.68454 1.66717 3.36659  -0.243
C: -4.62985 -1.05661 -1.47576  0.002
C: -3.52423 1.49730 -1.18388  -0.204
H: -3.46029 3.26025 0.00027  0.089
N: 0.79904 0.81404 -2.15742  0.019
H: 5.15612 1.89025 -1.25491  0.113
H: -0.90175 2.02701 4.57152  0.113
H: -1.49847 1.32102 -4.12561  0.144
H: 3.55881 3.50969 -1.19983  0.086
C: -2.86446 3.56288 4.82806  -0.047
H: -5.47500 2.09431 -0.51871  0.135
H: 4.04930 0.10824 2.02824  0.134
H: 5.62299 -4.21076 2.62463  0.129
H: -5.06085 -2.05791 -1.56922  0.125
C: -0.27076 0.19892 -1.63029  0.015
H: 1.82250 3.19243 -1.23615  0.078
C: 6.19049 -0.56152 -0.90823  -0.040
C: 2.45811 -0.90240 -1.73048  -0.253
H: 0.76288 -3.62923 1.41386  0.137
C: 4.40280 1.11847 -1.41203  -0.024
C: -1.34125 1.44720 3.75537  0.003
H: 0.42189 0.30737 3.43545  0.115
C: -1.12213 -0.24635 1.99250  -0.206
H: -4.33328 0.98426 2.15533  0.125
N: -1.41517 0.70354 -2.10572  0.014
H: 6.23031 -1.06550 0.06548  0.068
H: -1.54335 -2.15580 -1.77158  0.057
O: -3.44727 2.68126 3.84570  -0.069
C: -4.86497 1.26485 -0.88960  -0.009
H: 1.63883 -2.83202 -1.29539  0.042
C: -1.12568 1.68596 -3.16088  -0.064
H: 5.56863 -4.15018 0.83444  0.130
H: 3.37156 -4.99100 0.91938  0.129
C: 2.77058 2.96479 -1.73615  -0.051
H: -3.08972 3.56632 -1.69323  0.092
H: -2.00120 4.09599 4.40692  0.101
O: 5.02035 -2.39274 1.81622  -0.012
C: 2.14309 0.49163 -1.90631  -0.140
H: -2.56801 3.00766 5.72840  0.100
H: -0.91868 -1.90284 0.63981  0.124
H: -0.20172 -0.59504 -0.87863  0.108
C: -0.35948 -1.18907 1.25672  0.010
C: -0.58946 0.50532 3.08316  -0.002
C: 1.02913 -1.46694 1.49294  -0.218
C: -2.47087 -1.99982 -2.33695  -0.025
H: -7.09187 0.03135 0.34351  0.088
H: 3.41995 -4.95502 2.68867  0.128
C: 5.04810 -3.86371 1.75722  -0.098
H: 0.78293 -1.89681 -2.67885  0.050
C: 3.81595 -1.21648 -1.42286  -0.010
H: 4.09728 -2.26715 -1.32574  0.123
H: 6.64510 -1.22558 -1.65389  0.090
C: -2.94386 2.84353 -0.87610  -0.039
C: 1.48037 -2.81351 1.53666  0.047
H: -2.20552 -1.87735 -3.39702  0.101
C: -2.75181 0.43373 -1.68667  -0.142
H: 1.62716 0.62028 1.62512  0.126
C: -5.43653 -0.00240 -1.03860  -0.256
H: 0.79476 1.55809 -4.14251  0.150
H: -3.06088 -2.92056 -2.25684  0.088

Values from the calculation:
- LUMO: -4.55 eV
- Max |F|: 1.814 eV Å⁻¹
- Kohn-Sham gap: 0.119 Eh
- E_tot: -46100.5560 eV
- Total charge: +1

---

# 4
A molecular structure, C37H42As3AuIP at a distorted geometry, computed with ωB97M-V/def2-TZVPD.

Last column: Mulliken spin population.
Atoms and positions in Å:
C: 1.10389 -1.20415 -0.43726  -0.051
H: 1.93259 -0.80864 5.32563  0.000
H: -1.84192 -2.23212 -3.44884  -0.002
H: -3.47357 -2.80106 2.79679  0.000
C: 1.12864 2.57040 1.38029  0.011
H: -4.98960 1.02707 -0.13898  -0.012
As: -3.15399 -0.17671 -2.53318  0.227
As: -3.26254 -1.96898 0.25665  0.385
C: -1.84710 -3.19737 -0.22264  0.019
C: -5.22489 -3.46256 -1.13239  0.000
C: 2.61752 4.34527 -2.55149  0.000
H: -4.86649 -1.85635 2.22486  -0.003
Au: -2.10509 0.26631 -0.11388  0.414
C: -1.18773 -1.47381 4.21768  -0.006
C: 5.71537 0.82953 3.45299  0.000
C: 0.22478 -0.65478 2.34530  -0.015
C: -0.11593 -1.33596 5.09870  0.002
C: 3.90760 2.40979 3.62785  0.000
H: -4.45830 0.76430 -4.50983  0.007
H: 0.99006 0.05300 -2.20439  0.007
C: 4.85159 1.98588 1.47099  0.000
H: 2.42687 -1.43774 -3.53451  0.000
H: 3.23447 2.99780 4.23295  0.000
C: 2.07585 -1.72227 -2.56410  0.009
C: 1.30088 -0.60694 3.25393  -0.001
H: 4.56016 1.21956 5.23295  0.000
H: 0.82911 2.28201 2.40006  -0.001
H: 1.95104 4.14488 -3.41152  0.000
C: 1.12404 -0.91465 4.59352  0.000
H: -5.25344 -1.09858 -4.22758  -0.001
C: 3.76932 5.02039 -2.80871  0.000
H: -4.69464 -3.41471 1.63120  0.021
H: 3.24321 -3.51402 -2.61741  0.000
H: -2.04112 -4.28111 -0.32213  0.016
H: 6.44178 0.19850 3.95032  0.000
C: 1.36337 -0.85141 -1.76578  0.015
H: -1.87925 -1.02333 2.25807  0.041
C: 4.71963 1.45663 4.19302  0.000
H: -2.50944 -1.27435 -4.85156  0.009
C: 2.29116 3.84342 -1.29017  -0.005
C: -4.10910 -2.55739 1.93045  0.039
H: 5.69581 5.55120 -1.88069  0.000
H: -3.70045 2.33084 -0.36540  -0.012
H: 2.21666 -0.20296 2.92336  0.000
C: -5.91660 -2.99180 -3.37723  0.007
H: 1.36957 -2.59286 1.16462  0.000
H: 1.59431 1.58112 -0.50092  -0.004
C: -4.46928 -2.28199 -1.15103  0.056
C: -4.00243 1.44768 0.13475  0.540
C: 3.14838 4.07265 -0.22312  0.000
H: -4.12665 2.05392 -3.31939  0.001
C: -0.99403 -1.08425 2.90403  -0.026
C: -2.01296 -1.22487 -3.82640  0.037
H: -0.93077 -3.05605 0.34530  0.000
I: -4.01637 1.44062 2.18827  0.202
H: 4.90119 4.87309 0.40560  0.000
H: 3.93221 5.47331 -3.72328  0.000
P: 0.25188 -0.00458 0.64319  0.084
H: -5.28671 -4.16342 -0.34742  -0.001
C: -4.51985 -1.44201 -2.27089  0.001
C: -3.71058 1.19644 -3.84342  0.026
H: 1.31398 3.40812 -1.03324  0.009
C: 2.33581 -3.25952 -0.72577  0.002
C: 2.55163 -2.92568 -2.06296  0.002
C: -5.25892 -1.75239 -3.36014  -0.007
C: 1.44846 1.35235 0.58422  -0.036
As: 2.56199 3.94735 1.70879  0.001
H: -6.26933 -4.85570 -2.44207  0.001
H: 6.49587 0.66071 1.44460  0.000
H: 0.26728 3.12888 0.99980  0.001
C: 4.69956 5.16632 -1.76946  0.000
C: 4.32510 4.68227 -0.48584  0.000
C: -5.88229 -3.82629 -2.29226  0.001
H: -1.10444 -0.64158 -4.05104  -0.001
H: -0.27269 -1.52253 6.17921  0.000
H: 2.86020 -4.08476 -0.26839  0.000
H: -2.19526 -1.71823 4.53745  -0.001
C: 1.61275 -2.38670 0.11171  0.000
H: -6.41799 -3.31985 -4.25467  0.000
C: 5.75987 1.11745 2.06208  0.000
H: 2.41486 0.95695 0.91034  -0.003
H: 4.84433 2.18072 0.39376  0.000
H: -1.42794 -2.92074 -1.17446  -0.006
C: 3.91792 2.63963 2.28557  0.000
H: -2.79284 1.45138 -4.36495  0.000

Values from the calculation:
- LUMO (spin up / spin down): -5.11 / -8.67 eV
- Max |F|: 2.789 eV Å⁻¹
- Kohn-Sham gap (spin up / spin down): 0.273 / 0.142 Eh
- E_tot: -242629.9504 eV
- 2S+1: 3
- Energy above the lowest of the compared OMol25 structures with the same formula, charge and spin: 1.728 eV
- Total charge: +2